Below is C42H35BaBrN11O3S2 as an isolated structure, with properties calculated with the ωB97M-V functional and the def2-TZVPD basis.

Geometry (Å):
Ba 0.4524 -0.2823 -0.2981
C 4.5413 -2.1445 -4.6195
C 4.7365 -0.7807 -4.8143
C 4.1765 0.1392 -3.9459
C 3.4144 -0.3181 -2.8740
C 3.2103 -1.6777 -2.6782
C 3.7799 -2.5934 -3.5512
N 2.7643 0.5545 -1.9435
N 3.1320 1.7341 -2.0155
C 2.4809 2.6706 -1.1550
C 2.9782 3.9622 -1.2335
C 2.3816 4.9394 -0.4527
C 1.3228 4.5836 0.3633
C 0.9024 3.2601 0.3770
N 1.4699 2.3160 -0.3683
H 4.9846 -2.8546 -5.3050
H 5.3281 -0.4352 -5.6515
H 4.3152 1.2006 -4.0910
H 2.6196 -2.0144 -1.8331
H 3.6268 -3.6543 -3.3999
H 3.8047 4.1733 -1.8960
H 2.7345 5.9615 -0.4840
H 0.8172 5.3156 0.9775
H 0.0831 2.9491 1.0181
Br -1.4910 7.3309 1.9328
C -1.7375 6.0082 3.2687
C -3.0216 5.6701 3.6600
C -3.1936 4.7207 4.6552
C -2.0939 4.0827 5.2108
C -0.8073 4.4457 4.8264
C -0.6290 5.4198 3.8572
N -2.3443 3.1753 6.2985
N -1.8723 2.0338 6.3167
C -1.1626 1.5204 5.1753
C 0.1256 1.0891 5.3426
C 0.8789 0.5979 4.2689
C 0.3391 0.4787 2.9947
O 1.0009 0.0330 1.9719
C -1.0523 0.8435 2.8335
N -1.6073 0.6501 1.5987
C -2.8801 0.9215 1.4387
C -3.7152 1.3907 2.4679
C -3.1757 1.6057 3.7020
C -1.8019 1.3533 3.9213
H -3.8756 6.1595 3.2133
H -4.1857 4.4709 5.0090
H 0.0533 3.9857 5.2905
H 0.3688 5.7272 3.5751
H 0.5762 1.1618 6.3256
H 1.9052 0.2898 4.4194
H -3.2919 0.7537 0.4489
H -4.7645 1.5632 2.2726
H -3.7958 1.9462 4.5208
S -2.5651 -7.7885 -2.6495
N -1.9418 -6.6040 -3.5487
C -1.6440 -5.6156 -2.7208
C -1.0646 -4.3414 -3.1003
C -0.7556 -4.0227 -4.4230
C -0.2208 -2.7869 -4.7047
C -0.0098 -1.9038 -3.6482
N -0.2904 -2.1926 -2.3873
C -0.8113 -3.3959 -2.0970
C -1.1204 -3.7020 -0.6802
N -0.8353 -2.7703 0.2426
C -1.0952 -3.0222 1.5165
C -1.6646 -4.2168 1.9555
C -1.9624 -5.1814 1.0223
C -1.6859 -4.9318 -0.3234
C -1.9531 -5.9006 -1.3690
N -2.4811 -7.1010 -1.1935
H -0.9430 -4.7520 -5.2003
H 0.0369 -2.5003 -5.7145
H 0.4087 -0.9187 -3.8332
H -0.8284 -2.2427 2.2235
H -1.8568 -4.3707 3.0076
H -2.4008 -6.1294 1.3050
N -4.0398 1.3818 -3.1967
C -2.7584 2.0580 -3.3719
C -1.6713 1.3522 -2.5779
O -0.5051 1.6554 -2.5914
O -2.1097 0.3425 -1.8237
H -4.3548 0.9286 -4.0432
H -4.7691 2.0096 -2.8904
H -3.0797 0.2799 -2.0024
H -2.7903 3.0854 -3.0074
H -2.4281 2.1070 -4.4099
C 4.1367 -1.5747 1.0550
S 2.6256 -2.5455 0.9519
C 3.2471 -4.0237 0.1319
H 4.8790 -2.0782 1.6722
H 3.8672 -0.6303 1.5266
H 4.5503 -1.3841 0.0641
H 3.7811 -3.7741 -0.7854
H 2.3893 -4.6491 -0.1145
H 3.9091 -4.5830 0.7908

Charge: +1
E_tot (eV): -159061.0689
LUMO (eV): -3.2
HOMO (eV): -9.058